Molecular formula: C25H58Br2O19S2
Method: DFT, ωB97M-V with the def2-TZVPD basis set

Geometry (Å):
C 3.311 -0.622 4.064
C 2.799 0.496 2.963
C 1.173 0.827 3.159
O 0.649 1.082 1.817
C -0.395 0.145 1.403
C -0.052 -0.495 -0.104
S -0.247 1.008 -1.234
O 1.290 -1.051 0.128
C 1.021 -2.365 0.770
O 1.886 -2.950 1.602
O -0.296 -2.828 0.245
C -0.905 -1.799 -0.612
C -2.501 -1.448 -0.483
C -3.341 -2.477 0.511
C -2.942 -2.351 2.096
S -4.011 -3.399 3.252
O -5.158 -4.012 2.414
O -4.470 -2.470 4.407
O -2.971 -4.577 3.977
C -0.762 -2.338 -2.154
Br -1.885 -4.025 -2.393
C 0.759 -2.760 -2.605
C 1.671 -1.513 -3.177
Br 0.525 -4.022 -4.191
H 2.411 -1.343 4.374
H 3.696 -0.019 5.019
H 4.181 -1.242 3.548
H 3.369 1.513 3.186
H 3.016 0.173 1.855
H 0.724 -0.090 3.723
H 0.998 1.777 3.852
H -0.691 -0.674 2.181
H -1.380 0.795 1.224
H -0.863 0.559 -2.442
H -3.043 -1.459 -1.546
H -2.722 -0.356 -0.052
H -4.481 -2.141 0.421
H -3.288 -3.597 0.177
H -1.826 -2.629 2.349
H -3.081 -1.225 2.437
H -3.433 -5.465 3.917
H -1.210 -1.545 -2.904
H 1.330 -3.423 -1.793
H 1.130 -0.906 -4.045
H 2.617 -2.013 -3.707
H 2.104 -0.806 -2.352
C -3.155 -0.383 6.814
C -3.889 -0.189 8.136
O -4.394 1.147 8.201
O -2.098 0.568 6.703
H -2.730 -1.388 6.743
H -3.831 -0.219 5.969
H -3.205 -0.317 8.979
H -4.721 -0.891 8.240
H -5.112 1.218 7.549
H -2.448 1.402 7.078
C -1.178 2.140 -4.922
C -1.790 3.104 -5.931
O -2.731 3.948 -5.264
O -2.206 1.369 -4.303
H -0.472 1.459 -5.404
H -0.660 2.688 -4.128
H -2.337 2.557 -6.703
H -1.026 3.727 -6.406
H -2.227 4.544 -4.683
H -2.956 1.983 -4.168
C -3.354 1.648 3.286
C -4.329 2.661 3.877
O -5.659 2.149 3.773
O -3.696 1.384 1.927
H -2.327 2.021 3.323
H -3.410 0.698 3.826
H -4.298 3.598 3.315
H -4.105 2.867 4.928
H -5.732 1.402 4.392
H -4.673 1.365 1.895
C 3.625 4.176 -5.341
C 2.370 3.617 -6.001
O 1.236 3.919 -5.185
O 3.774 3.621 -4.036
H 4.518 3.939 -5.926
H 3.551 5.262 -5.226
H 2.430 2.529 -6.083
H 2.217 4.043 -6.998
H 1.089 4.879 -5.234
H 2.871 3.572 -3.662
C 3.925 -6.924 -3.297
C 2.670 -7.483 -3.957
O 1.536 -7.181 -3.141
O 4.074 -7.479 -1.991
H 4.818 -7.161 -3.882
H 3.851 -5.838 -3.182
H 2.730 -8.571 -4.039
H 2.517 -7.057 -4.953
H 1.389 -6.221 -3.190
H 3.171 -7.528 -1.617
C 6.003 5.101 -0.252
C 4.696 5.838 -0.516
O 3.691 4.893 -0.889
O 6.392 4.373 -1.415
H 6.804 5.798 0.010
H 5.881 4.375 0.560
H 4.810 6.536 -1.349
H 4.360 6.388 0.369
H 3.479 4.367 -0.099
H 5.566 4.012 -1.794

The value obtained for the total energy is -8360.9082 Ha. As for the HOMO energy: -9.580 eV. The net charge is 0. For the orbital gap, the calculation gives 9.518 eV.

Molecular formula: C25H58LaN2O2Si3
Method: DFT, ωB97M-V with the def2-TZVPD basis set

Geometry (Å):
O 3.578 -1.937 -1.656
O 2.076 -3.602 -2.943
C 4.471 -0.830 -1.853
C 4.307 0.307 -0.867
H 4.270 -0.480 -2.870
H 5.507 -1.206 -1.846
H 3.277 0.654 -0.841
H 4.930 1.159 -1.154
H 4.635 -0.016 0.120
C 3.167 -2.255 -0.290
C 4.123 -3.179 0.411
H 2.176 -2.711 -0.405
H 3.016 -1.316 0.261
H 4.137 -4.166 -0.061
H 3.794 -3.292 1.449
H 5.142 -2.782 0.442
C 1.294 -4.787 -2.754
C 3.211 -3.790 -3.815
C 1.519 -5.378 -1.383
H 1.557 -5.521 -3.528
H 0.245 -4.505 -2.884
H 2.554 -5.715 -1.266
H 0.861 -6.245 -1.259
H 1.293 -4.655 -0.592
C 4.205 -4.732 -3.205
H 3.630 -2.792 -3.970
H 2.851 -4.168 -4.785
H 4.476 -4.399 -2.194
H 5.107 -4.741 -3.827
H 3.796 -5.749 -3.157
H 1.795 -2.006 -2.390
La -0.970 0.066 -1.043
C 0.823 -1.304 -2.532
Si 0.368 -1.248 -4.385
H 0.119 -1.891 -1.914
H 1.166 -0.333 -2.106
C 1.898 -0.531 -5.226
C -1.111 -0.195 -4.922
C -0.048 -2.903 -5.195
C 0.298 2.053 -1.477
Si -1.105 3.230 -1.784
H 1.114 2.072 -2.213
H 0.736 2.205 -0.479
C -1.834 2.999 -3.494
C -0.598 5.017 -1.609
C -2.451 2.810 -0.525
H -0.434 -2.735 -6.212
H -0.839 -3.429 -4.645
H 0.807 -3.578 -5.293
H 1.937 0.551 -5.041
H 1.865 -0.690 -6.309
H 2.819 -0.987 -4.838
H -1.162 0.780 -4.433
H -2.060 -0.724 -4.773
H -1.028 -0.003 -6.004
H 0.389 5.184 -2.063
H -0.542 5.318 -0.555
H -1.323 5.665 -2.119
H -2.080 2.507 0.470
H -3.201 2.075 -0.871
H -2.983 3.760 -0.392
H -2.411 3.900 -3.741
H -2.518 2.140 -3.568
H -1.041 2.879 -4.245
C 1.983 1.414 1.644
C 0.624 1.049 2.170
C 0.284 1.342 3.483
C -0.930 0.900 4.021
C -1.813 0.205 3.198
C -1.468 0.034 1.845
N -0.246 0.419 1.341
N -2.282 -0.440 0.855
Si -3.945 -1.027 0.967
C -4.068 -2.472 2.136
C -5.045 0.367 1.535
C -4.306 -1.540 -0.805
H 1.953 2.043 0.752
H 2.530 1.985 2.405
H 2.572 0.519 1.409
H 1.016 1.905 4.062
H -1.184 1.095 5.063
H -2.786 -0.168 3.523
H -3.721 -2.211 3.143
H -5.112 -2.807 2.222
H -3.471 -3.318 1.768
H -4.841 1.300 0.992
H -6.093 0.085 1.357
H -4.927 0.554 2.612
H -4.155 -0.740 -1.549
H -3.701 -2.415 -1.096
H -5.363 -1.842 -0.872

The value obtained for the total energy is -2147.2849 Ha. For the energy relative to the best compared isomer or geometry (same formula, charge and spin), the calculation gives 0.0 kJ/mol. As for the HOMO energy: -10.436 eV. The net charge is +1. For the orbital gap, the calculation gives 7.719 eV.